This record from the Open Molecules 2025 dataset describes C30H29Cl2N3O4S2V as an isolated structure. The level of theory is ωB97M-V/def2-TZVPD.

Positions of all 71 atoms, in Å:
1 V -0.382 0.424 0.380
2 C -2.694 -6.289 -1.809
3 C -2.905 -4.928 -1.202
4 C -4.172 -4.354 -1.158
5 C -4.362 -3.083 -0.636
6 C -3.281 -2.372 -0.142
7 C -2.012 -2.930 -0.177
8 C -1.831 -4.199 -0.701
9 S -3.533 -0.732 0.539
10 O -4.859 -0.362 0.103
11 O -3.292 -0.813 1.962
12 N -2.414 0.188 -0.099
13 C -2.525 0.350 -1.551
14 C -1.257 -0.129 -2.235
15 O -1.234 -0.464 -3.401
16 O -0.196 -0.124 -1.459
17 H -3.582 -6.913 -1.700
18 H -1.855 -6.803 -1.341
19 H -2.477 -6.206 -2.877
20 H -5.022 -4.906 -1.545
21 H -5.343 -2.628 -0.613
22 H -1.158 -2.383 0.203
23 H -0.834 -4.623 -0.726
24 H -2.633 1.414 -1.790
25 H -3.385 -0.169 -1.976
26 Cl -1.143 1.634 2.602
27 C -1.781 3.149 2.022
28 C -2.651 3.829 2.851
29 C -3.163 5.048 2.439
30 C -2.789 5.562 1.209
31 C -1.916 4.854 0.399
32 Cl -1.483 5.554 -1.129
33 C -1.378 3.608 0.763
34 S -0.272 2.754 -0.274
35 H -2.927 3.394 3.802
36 H -3.853 5.592 3.070
37 H -3.172 6.511 0.860
38 C 3.868 -1.637 -2.364
39 C 2.664 -0.694 -2.358
40 C 3.034 0.685 -1.871
41 C 3.773 1.522 -2.703
42 C 4.181 2.776 -2.287
43 C 3.866 3.210 -1.009
44 C 3.128 2.411 -0.147
45 C 2.860 2.864 1.264
46 C 3.955 2.411 2.231
47 C 2.700 1.154 -0.596
48 N 1.876 0.381 0.264
49 C 2.378 -0.578 0.957
50 C 1.519 -1.324 1.808
51 C 1.754 -2.336 2.733
52 C 0.510 -2.622 3.314
53 C -0.422 -1.780 2.712
54 N 0.184 -0.988 1.801
55 H 3.591 -2.621 -2.747
56 H 4.264 -1.766 -1.354
57 H 4.678 -1.246 -2.984
58 H 1.866 -1.105 -1.748
59 H 2.245 -0.610 -3.363
60 H 4.019 1.177 -3.702
61 H 4.742 3.417 -2.957
62 H 4.188 4.189 -0.671
63 H 1.893 2.485 1.595
64 H 2.784 3.954 1.275
65 H 4.015 1.322 2.268
66 H 3.757 2.769 3.243
67 H 4.932 2.786 1.918
68 H 3.442 -0.815 0.911
69 H 2.708 -2.789 2.957
70 H 0.301 -3.352 4.081
71 H -1.488 -1.706 2.865

## Properties
DFT total energy (Ha): -4286.82297
Multiplicity: 3
E_HOMO (spin up / spin down) (eV): -5.25 / -5.42
Total charge: -1
Kohn-Sham gap (spin up / spin down) (eV): 7.84 / 8.01
<S²>: 2.02

Mulliken atomic charge list, values in e, 4 entries:
1. V 0.8054
2. C -1.5090
3. C 0.9810
4. C -0.7214

=====

This record from the Open Molecules 2025 dataset describes C28H44ClFN4Pt as an isolated structure. The level of theory is ωB97M-V/def2-TZVPD.

Positions of all 79 atoms, in Å:
1 Pt 0.413 -0.502 0.183
2 Cl 0.053 0.169 -2.058
3 C 2.539 -3.946 -0.447
4 C 1.650 -1.910 -0.392
5 N 1.359 -3.221 -0.566
6 H 4.646 -3.244 -0.318
7 N 2.997 -1.804 -0.409
8 H 2.535 -5.071 -0.487
9 C -0.072 -3.723 -0.763
10 C 0.019 -5.140 -1.303
11 C -0.837 -3.697 0.553
12 H 0.480 -5.811 -0.569
13 H -0.996 -5.504 -1.516
14 H 0.581 -5.148 -2.247
15 H -1.914 -3.376 -1.852
16 H -0.457 -2.897 -2.773
17 H -0.775 -2.725 1.058
18 C -0.902 -2.918 -1.767
19 H -0.469 -4.466 1.237
20 H -1.908 -3.878 0.382
21 H -1.096 -1.880 -1.466
22 C 3.537 -3.085 -0.377
23 C 3.767 0.049 1.096
24 H 4.343 -0.673 1.731
25 H 4.280 1.058 1.128
26 C 3.723 -0.465 -0.338
27 H 3.680 1.574 -1.022
28 C 5.129 -0.697 -0.842
29 H 5.085 -1.052 -1.879
30 H 2.743 0.178 1.512
31 H 2.078 0.884 -0.968
32 H 5.644 -1.413 -0.198
33 H 5.674 0.255 -0.821
34 C 3.127 0.640 -1.203
35 H 3.164 0.431 -2.277
36 C -3.534 3.084 -0.959
37 N -3.007 1.885 -0.527
38 H -2.513 5.011 -1.209
39 N -1.390 3.319 -0.431
40 H -4.510 3.231 -1.319
41 C -3.648 0.511 -0.709
42 C -5.095 0.696 -0.338
43 C -3.487 0.047 -2.151
44 H -5.566 1.388 -1.039
45 H -5.608 -0.250 -0.370
46 H -5.150 1.086 0.692
47 H -3.509 -1.533 0.000
48 H -3.158 -0.322 1.261
49 H -2.406 -0.177 -2.363
50 C -3.024 -0.551 0.190
51 H -3.859 0.830 -2.866
52 H -4.090 -0.868 -2.293
53 H -1.920 -0.692 -0.013
54 C -2.493 3.999 -0.897
55 C 0.660 3.540 -1.872
56 H 0.093 4.077 -2.655
57 H 1.691 3.908 -1.898
58 C 0.065 3.776 -0.486
59 H 1.992 3.401 0.439
60 C 0.036 5.240 -0.141
61 H -0.446 5.363 0.844
62 H 0.675 2.457 -2.106
63 H 0.984 1.929 0.311
64 H -0.504 5.791 -0.915
65 H 1.042 5.618 -0.071
66 C 0.948 3.032 0.514
67 H 0.613 3.193 1.556
68 C -1.748 2.067 -0.105
69 F -0.385 -0.042 6.310
70 C -0.293 -0.050 4.931
71 C 0.675 0.759 4.317
72 C 0.843 0.630 2.929
73 C 0.135 -0.330 2.190
74 C -0.928 -0.994 2.819
75 C -1.137 -0.900 4.204
76 H 1.292 1.452 4.899
77 H 1.446 1.371 2.398
78 H -1.682 -1.486 2.203
79 H -1.922 -1.484 4.699

## Properties
DFT total energy (Ha): -1991.48325
Multiplicity: 5
E_HOMO (spin up / spin down) (eV): 2.18 / -3.51
Total charge: -2
Kohn-Sham gap (spin up / spin down) (eV): 1.84 / 6.09
<S²>: 6.01

Mulliken atomic charge list, values in e, 4 entries:
1. Pt -4.4859
2. Cl -0.2540
3. C -0.6910
4. C 0.6109

=====

This record from the Open Molecules 2025 dataset describes C4H9NO2S as an isolated structure. The level of theory is ωB97M-V/def2-TZVPD.

Positions of all 17 atoms, in Å:
1 C -1.003 -0.441 1.289
2 C -1.880 0.279 0.470
3 C 1.258 0.474 -0.973
4 C 2.326 1.140 -0.255
5 N -2.655 -0.389 -0.419
6 O 1.644 -1.510 0.784
7 O -0.055 -1.886 -0.937
8 S 0.737 -0.934 -0.164
9 H -0.321 0.057 2.044
10 H -1.166 -1.509 1.442
11 H -2.006 1.300 0.425
12 H 0.684 1.115 -1.654
13 H 2.933 1.604 -1.061
14 H 3.070 0.395 0.096
15 H 2.055 1.886 0.579
16 H -2.995 -0.086 -1.309
17 H -2.625 -1.497 -0.358

## Properties
DFT total energy (Ha): -761.08701
Multiplicity: 1
E_HOMO (spin up / spin down) (eV): -7.75 / -7.75
Kohn-Sham gap (spin up / spin down) (eV): 7.36 / 7.37

Mulliken atomic charge list, values in e, 4 entries:
1. C -1.0307
2. C -0.0410
3. C -0.3009
4. C -0.9285

=====

This record from the Open Molecules 2025 dataset describes one molecule with the formula C2H4N2O4. The level of theory is ωB97M-V/def2-TZVPD.

Positions of all 12 atoms, in Å:
1 C 0.095 -0.872 0.120
2 C 0.343 0.533 0.629
3 H -1.858 0.550 -1.374
4 H -1.297 -1.945 -0.898
5 H -0.532 0.925 1.184
6 H 1.963 -0.232 1.281
7 N -0.977 -1.001 -0.703
8 N 0.453 1.380 -0.603
9 O -2.023 -0.067 -0.627
10 O 0.872 -1.773 0.403
11 O 1.461 0.592 1.426
12 O 1.500 1.911 -0.839

## Properties
DFT total energy (Ha): -488.95390
Multiplicity: 1
E_HOMO (eV): -9.45
Kohn-Sham gap (eV): 9.13

Mulliken atomic charge list, values in e, 4 entries:
1. C 0.3662
2. C 0.2429
3. H 0.3698
4. H 0.2878

=====

This record from the Open Molecules 2025 dataset describes a 2-piece molecular cluster, CHO5S overall. The level of theory is ωB97M-V/def2-TZVPD.

Positions of all 8 atoms, in Å:
1 C 1.243 -0.647 -0.276
2 O 3.117 1.949 2.405
3 O 1.020 1.887 3.789
4 O 2.467 -0.164 3.493
5 O 0.257 -0.014 -0.970
6 O 1.619 0.159 -1.381
7 S 2.029 1.129 2.964
8 H 1.353 -1.756 -0.619

## Properties
DFT total energy (Ha): -812.91080
Multiplicity: 1
E_HOMO (spin up / spin down) (eV): -3.30 / -5.34
Total charge: -1
Kohn-Sham gap (spin up / spin down) (eV): 5.32 / 8.96

Mulliken atomic charge list, values in e, 4 entries:
1. C 0.1935
2. O -0.5090
3. O -0.5552
4. O -0.5012

=====

This record from the Open Molecules 2025 dataset describes C19H28BeBrO2 as an isolated structure. The level of theory is ωB97M-V/def2-TZVPD.

Positions of all 51 atoms, in Å:
1 O -0.027 0.052 -2.307
2 C 1.168 -0.215 -3.223
3 C 0.524 0.535 -4.361
4 H 1.318 -1.293 -3.409
5 H 2.059 0.254 -2.783
6 C -0.650 0.812 -3.433
7 H 0.260 -0.162 -5.166
8 H 1.088 1.398 -4.739
9 C -1.950 0.151 -3.849
10 H -1.769 -0.904 -4.121
11 H -2.347 0.675 -4.738
12 H -2.689 0.218 -3.034
13 C -0.808 2.249 -3.001
14 H 0.166 2.739 -2.819
15 H -1.426 2.324 -2.091
16 H -1.326 2.805 -3.792
17 Be -0.312 -1.368 -1.657
18 C 1.021 1.751 1.361
19 C 1.672 0.516 1.086
20 C 2.176 0.565 -0.240
21 H 1.760 -0.342 1.754
22 C 1.898 1.867 -0.762
23 C 1.170 2.594 0.214
24 H 0.748 3.592 0.089
25 H 0.498 1.995 2.279
26 H 2.660 -0.258 -0.748
27 H 2.203 2.232 -1.746
28 C -1.403 -0.700 1.444
29 C -1.822 0.507 0.799
30 C -2.186 0.221 -0.513
31 H -1.831 1.499 1.248
32 C -1.931 -1.204 -0.770
33 C -1.530 -1.748 0.537
34 H -1.353 -2.807 0.742
35 H -1.047 -0.724 2.471
36 H -2.664 0.945 -1.175
37 H -2.484 -1.764 -1.528
38 O 0.323 -1.315 -6.601
39 C -0.076 -0.370 -7.654
40 C 0.384 -0.915 -9.015
41 H 0.408 0.607 -7.456
42 H -1.168 -0.235 -7.591
43 C 1.372 -2.040 -8.680
44 H 0.840 -0.128 -9.602
45 H -0.480 -1.298 -9.568
46 C 1.210 -2.300 -7.170
47 H 2.399 -1.739 -8.896
48 H 1.163 -2.950 -9.259
49 H 2.183 -2.244 -6.650
50 H 0.775 -3.304 -6.984
51 Br 0.916 -2.884 -1.123

## Properties
DFT total energy (Ha): -3479.99504
Multiplicity: 1
E_HOMO (eV): -2.37
Total charge: -1
Kohn-Sham gap (eV): 4.51

Mulliken atomic charge list, values in e, 4 entries:
1. O -0.6443
2. C -0.6104
3. C 0.0670
4. H 0.3186